Record 1
The following is a quantum chemistry calculation of a cluster of 5 separate species, C15H22N8O7 in total in a non-equilibrium geometry, from OMol25.

Calculated values
M, g mol⁻¹: 426.390
SMILES string: O=[N+]([O-])c1ccccc1.O=[N+]([O-])c1ccccc1.NC(N)=O.NC(N)=O.NC(N)=O
HOMO-LUMO gap, eV: 8.26
HOMO, eV: -9.35
Spin multiplicity: 1

The geometry in XYZ format:
```
52
Properties=species:S:1:pos:R:3:mulliken_charge:R:1
C -7.653 -1.225 0.426 -0.42
C -6.765 -2.167 -0.138 -0.44
C -5.523 -1.807 -0.581 -0.56
C -5.234 -0.458 -0.625 0.35
C -6.114 0.539 -0.222 -0.28
C -7.347 0.145 0.356 -0.44
N -3.911 -0.066 -1.146 1.06
O -3.345 -0.891 -1.803 -0.58
O -3.469 1.033 -0.822 -0.63
H -8.538 -1.707 0.845 0.37
H -6.967 -3.217 0.027 0.34
H -4.784 -2.513 -0.944 0.42
H -5.853 1.583 -0.289 0.43
H -8.071 0.852 0.752 0.39
C 7.107 1.869 -3.141 -0.47
C 6.649 0.930 -2.215 -0.45
C 5.332 0.644 -2.112 -0.47
C 4.469 1.237 -3.035 0.58
C 4.832 2.194 -3.940 -0.57
C 6.181 2.466 -4.043 -0.42
N 3.087 0.898 -2.897 0.94
O 2.887 -0.260 -2.687 -0.56
O 2.240 1.760 -3.115 -0.59
H 8.176 2.021 -3.233 0.36
H 7.424 0.423 -1.658 0.37
H 4.961 -0.113 -1.399 0.51
H 4.166 2.585 -4.701 0.38
H 6.579 3.126 -4.790 0.37
C -3.799 1.166 3.207 0.48
O -4.127 2.014 4.036 -0.63
N -2.911 1.330 2.125 -0.38
N -4.272 -0.133 3.320 -0.33
H -3.438 0.999 1.320 0.08
H -2.819 2.331 2.006 0.27
H -3.690 -0.850 2.925 0.20
H -4.750 -0.451 4.159 0.24
C 0.858 -0.696 0.821 0.45
O 1.964 -1.051 1.064 -0.69
N -0.075 -0.353 1.756 -0.37
N 0.311 -0.833 -0.437 -0.35
H 0.353 -0.195 2.681 0.23
H -0.849 0.263 1.492 0.26
H 0.884 -0.687 -1.237 0.23
H -0.634 -0.466 -0.449 0.12
C 5.074 -1.542 2.635 0.47
O 6.130 -1.555 3.234 -0.64
N 4.762 -2.224 1.430 -0.36
N 3.957 -0.860 2.989 -0.44
H 3.811 -2.242 1.093 0.24
H 5.317 -3.003 1.166 0.19
H 3.197 -0.810 2.305 0.51
H 4.231 -0.035 3.488 0.22
```

=====

Record 2
The following is a quantum chemistry calculation of the ion C6H12N3O with charge +1 in a non-equilibrium geometry, from OMol25.

Calculated values
M, g mol⁻¹: 142.182
Total charge: +1
HOMO-LUMO gap (alpha / beta), eV: 5.68 / 8.77
HOMO (alpha / beta), eV: -11.82 / -13.54
Spin multiplicity: 1

The geometry in XYZ format:
```
22
Properties=species:S:1:pos:R:3:mulliken_charge:R:1
C 0.409 -0.797 1.062 -0.13
C -2.463 -1.168 -0.464 -0.33
C -1.636 -0.011 -0.114 1.89
C -2.801 0.797 0.539 -1.77
C -0.983 0.737 -1.204 -1.43
C 3.716 0.104 -0.018 -0.78
N -0.833 -0.600 0.953 -0.48
N 1.362 -0.356 0.317 -0.12
N 2.583 -0.752 0.459 -0.21
O -2.795 -2.173 0.294 -0.27
H 0.606 -1.536 1.853 0.38
H -3.040 0.230 1.399 0.52
H -3.579 0.868 -0.163 0.49
H -2.373 1.803 0.915 0.35
H -0.931 0.152 -2.077 0.37
H 0.011 0.943 -0.803 0.38
H -1.567 1.611 -1.452 0.43
H 4.050 -0.143 -1.045 0.27
H 3.388 1.095 -0.088 0.32
H 4.603 0.046 0.655 0.32
H 2.880 -1.412 1.223 0.33
H -3.539 -2.754 -0.018 0.45
```

=====

Record 3
The following is a quantum chemistry calculation of a cluster of 14 separate species, C12H52O20 in total in a non-equilibrium geometry, from OMol25.

Calculated values
M, g mol⁻¹: 516.528
HOMO-LUMO gap, eV: 9.05
HOMO, eV: -9.58
Spin multiplicity: 1

The geometry in XYZ format:
```
84
Properties=species:S:1:pos:R:3:mulliken_charge:R:1
O -12.601 -0.151 -0.121 -0.57
H -12.336 -0.313 0.863 0.30
H -13.449 0.339 0.017 0.27
O -7.856 -1.391 -1.971 -0.70
H -8.460 -1.233 -1.264 0.32
H -7.553 -0.478 -2.183 0.34
O -9.716 -1.615 0.198 -0.73
H -10.551 -1.346 -0.203 0.33
H -9.377 -0.815 0.595 0.34
O -11.488 1.283 -7.493 -0.64
H -11.179 0.871 -6.678 0.22
H -10.762 1.835 -7.828 0.25
O -10.328 -4.174 -1.869 -0.65
H -10.253 -3.239 -2.011 0.21
H -9.444 -4.479 -2.141 0.33
O -11.314 4.844 -6.747 -0.64
H -11.306 4.918 -5.809 0.34
H -10.600 4.144 -6.886 0.31
O -8.169 -2.617 -4.507 -0.69
H -8.184 -1.897 -3.852 0.38
H -8.076 -2.189 -5.360 0.31
O -8.136 1.645 -5.832 -0.67
H -9.053 1.703 -5.552 0.24
H -7.635 2.346 -5.310 0.29
C -14.938 1.005 -6.740 0.93
C -15.750 0.071 -7.710 -0.59
O -16.437 0.810 -8.650 -0.57
O -15.886 1.707 -5.933 -0.69
H -14.268 1.769 -7.217 0.23
H -14.437 0.317 -6.123 -0.57
H -16.339 -0.750 -7.221 0.31
H -15.103 -0.448 -8.284 0.23
H -17.146 1.266 -8.159 0.34
H -16.161 2.420 -6.446 0.36
C -10.546 -0.550 -3.652 0.64
C -11.439 0.539 -4.259 0.27
O -10.632 1.491 -4.883 0.52
O -11.335 -1.402 -2.865 -0.12
H -9.710 -0.096 -3.125 -0.48
H -10.131 -1.100 -4.494 -0.12
H -11.983 0.993 -3.435 0.58
H -12.191 0.012 -4.828 -0.51
H -10.893 2.271 -4.470 -0.37
H -11.708 -0.923 -2.094 -0.11
C -10.393 2.226 -1.005 -0.07
C -9.184 2.523 -1.966 -0.25
O -8.138 1.551 -1.866 -0.51
O -11.315 3.184 -1.375 -0.47
H -10.279 2.396 0.046 0.45
H -10.851 1.371 -1.068 -0.09
H -8.766 3.497 -1.668 0.53
H -9.461 2.610 -3.033 -0.08
H -7.244 1.981 -1.796 0.29
H -12.163 2.755 -1.249 0.29
C -14.554 -1.162 -2.998 1.73
C -15.653 -0.148 -3.194 -1.03
O -15.236 1.249 -3.371 -0.52
O -15.065 -2.387 -2.483 -0.68
H -13.881 -0.825 -2.269 -0.49
H -13.972 -1.397 -3.948 -0.44
H -16.375 -0.211 -2.370 0.40
H -16.148 -0.432 -4.041 0.45
H -15.228 1.380 -4.353 0.25
H -14.215 -2.887 -2.452 0.37
C -11.935 -3.853 -5.550 -0.22
C -11.879 -2.625 -6.453 0.19
O -13.185 -2.356 -6.882 -0.56
O -10.673 -4.225 -5.041 -0.57
H -12.528 -4.632 -5.982 0.47
H -12.620 -3.602 -4.725 -0.03
H -11.282 -2.798 -7.322 0.60
H -11.505 -1.664 -6.077 -0.34
H -13.121 -1.846 -7.648 0.26
H -10.168 -3.519 -4.641 0.29
C -13.014 4.354 -4.204 -0.45
C -13.494 5.797 -4.324 -0.75
O -14.485 5.915 -5.273 -0.54
O -11.708 4.553 -3.697 -0.56
H -12.937 3.867 -5.216 0.28
H -13.566 3.649 -3.629 0.66
H -12.633 6.533 -4.517 0.27
H -13.865 6.252 -3.435 0.49
H -15.324 5.801 -4.782 0.33
H -11.831 4.958 -2.801 0.28
```

=====

Record 4
The following is a quantum chemistry calculation of an isolated molecule of C5H7N in a non-equilibrium geometry, from OMol25.

Calculated values
M, g mol⁻¹: 81.118
SMILES string: C/C=C/CC#N
HOMO-LUMO gap, eV: 10.52
HOMO, eV: -9.64
Spin multiplicity: 1

The geometry in XYZ format:
```
13
Properties=species:S:1:pos:R:3:mulliken_charge:R:1
C 2.310 0.997 1.701 -0.99
C 1.525 0.344 0.563 -0.15
C 0.145 0.053 0.512 -0.20
C -0.315 -0.659 -0.841 -0.32
C -1.791 -0.529 -1.175 0.13
H 3.423 1.075 1.485 0.28
H 1.956 1.992 1.704 0.29
H 2.296 0.428 2.737 0.26
H 2.092 0.039 -0.369 0.23
H -0.545 0.465 1.320 0.32
H 0.236 -0.200 -1.688 0.29
H -0.011 -1.777 -0.729 0.26
N -2.956 -0.465 -1.288 -0.40
```

=====

Record 5
The following is a quantum chemistry calculation of a cluster of 5 separate species, CH12O4S in total in a non-equilibrium geometry, from OMol25.

Calculated values
M, g mol⁻¹: 120.170
SMILES string: CS.O.O.O.O
HOMO-LUMO gap, eV: 9.39
HOMO, eV: -9.23
Spin multiplicity: 1

The geometry in XYZ format:
```
18
Properties=species:S:1:pos:R:3:mulliken_charge:R:1
C 0.304 -2.554 -1.664 -0.65
S 1.506 -1.523 -2.642 -0.19
H 0.792 -3.497 -1.494 0.32
H -0.632 -2.520 -2.208 0.29
H 0.179 -2.023 -0.732 0.12
H 0.610 -0.586 -2.979 0.09
H -1.484 3.852 3.663 0.31
H -0.347 3.042 3.060 0.31
O -1.287 3.229 2.962 -0.63
H -0.880 1.931 0.830 0.32
H -0.529 1.315 -0.506 0.33
O -1.279 1.608 0.017 -0.65
H -2.153 -1.926 0.623 0.31
H -2.017 -0.482 0.060 0.33
O -2.657 -1.202 0.242 -0.62
H 1.977 0.350 2.564 0.32
H 3.062 1.200 3.156 0.31
O 2.233 1.274 2.678 -0.62
```

=====

Record 6
The following is a quantum chemistry calculation of a cluster of 6 separate species, C4H24N3O5 in total in a non-equilibrium geometry, from OMol25.

Calculated values
M, g mol⁻¹: 194.252
Total charge: +1
HOMO-LUMO gap, eV: 9.36
HOMO, eV: -12.14
Spin multiplicity: 1

The geometry in XYZ format:
```
36
Properties=species:S:1:pos:R:3:mulliken_charge:R:1
N -0.068 -0.433 0.783 -0.24
C -1.332 -0.360 -0.087 -0.15
C -1.099 0.596 -1.270 -0.48
C -0.010 -0.010 -2.177 -0.69
N -0.552 -0.862 -3.197 -0.64
C -2.509 -0.156 0.855 -1.27
N -2.403 1.111 1.615 -0.54
H -0.182 0.048 1.712 0.53
H 0.265 -1.306 1.169 0.53
H 0.746 0.080 0.421 0.19
H -1.328 -1.388 -0.491 0.40
H -0.783 1.600 -0.959 0.40
H -2.031 0.589 -1.861 0.35
H 0.775 -0.467 -1.570 0.60
H 0.402 0.908 -2.718 0.16
H 0.129 -1.210 -3.856 0.27
H -1.161 -0.307 -3.810 0.26
H -3.343 -0.206 0.156 0.47
H -2.417 -1.000 1.556 0.44
H -3.288 1.288 2.078 0.26
H -2.222 1.856 0.948 0.25
H -0.714 1.824 2.606 0.33
H 0.501 1.914 3.452 0.32
O 0.257 1.730 2.527 -0.65
H 3.251 0.692 -2.246 0.29
H 3.545 -0.640 -1.844 0.29
O 2.880 -0.191 -2.393 -0.61
H 0.461 -2.180 -1.014 0.32
H 1.294 -2.939 -0.071 0.34
O 0.371 -2.882 -0.355 -0.71
H 1.177 -2.126 3.237 0.27
H 1.231 -0.737 3.764 0.26
O 1.040 -1.214 2.947 -0.58
H 2.930 2.013 0.505 0.29
H 1.863 2.612 -0.202 0.30
O 2.328 1.755 -0.213 -0.57
```

=====

Total energy: -1549.4302; -474.8505; -1992.9721; -249.4011; -744.4136; -707.0249 (Eh)
ΔE to the lowest compared entry with this formula, charge and spin: 4.66; 188.57; 79.62; 45.28; 18.18; 21.25 (kcal/mol)